ORCA calculation (ωB97M-V/def2-TZVPD) on a single C4H9NO molecule.

Relative energy (zero: lowest compared OMol25 entry of this formula, charge and spin) ... 46.9 kcal per mole
Spin multiplicity ... 1
Energy ... -7830.2872 eV
Kohn-Sham gap ... 10.8 eV
Structure (SMILES) ... C=NCOCC
Molar mass ... 87.1 u

XYZ file:
```
15
Properties=species:S:1:pos:R:3:forces:R:3:mulliken_charge:R:1
C -2.452 -0.368 0.123 0.0 0.0 0.0 -1.216
C -0.981 -0.273 -0.232 -0.1 -0.2 -0.1 -0.177
O -0.460 0.910 0.347 0.0 0.0 0.0 -0.323
C 0.913 0.869 0.563 0.2 0.1 0.2 -0.415
N 1.669 0.695 -0.666 0.3 -0.3 0.0 -0.381
C 2.613 -0.145 -0.630 -0.1 0.1 -0.1 -0.217
H -2.573 -0.467 1.206 0.0 0.0 -0.1 0.293
H -2.978 0.534 -0.203 0.1 -0.1 0.0 0.305
H -2.915 -1.235 -0.360 0.1 0.1 0.1 0.369
H -0.436 -1.151 0.152 -0.1 0.1 0.0 0.313
H -0.833 -0.245 -1.321 0.0 0.0 0.1 0.270
H 1.179 1.845 0.978 0.0 -0.1 0.0 0.263
H 2.855 -0.751 0.257 -0.1 0.1 -0.1 0.241
H 1.165 0.078 1.300 0.0 0.1 -0.1 0.403
H 3.234 -0.296 -1.514 -0.1 0.0 0.1 0.271
```
Positions in Å, forces in eV/Å.